C27H35N9O6P2Se2Ta | ωB97M-V/def2-TZVPD

The geometry in ORCA input format:
```
! wB97M-V def2-TZVPD RIJCOSX def2/J DEFGRID3
* xyz 3 1
H 2.51839 2.32714 -1.64141
C -2.23382 1.90616 -3.21347
H 3.35540 -0.52125 -4.65659
O -1.34961 -3.46851 -1.97282
C 2.12015 0.64475 5.42615
H -3.20470 -4.29763 1.41162
N -4.62779 4.12613 1.86858
H 2.98992 -2.16724 -5.18026
O 0.47532 -3.97495 2.79007
Se -5.55364 5.09921 0.69367
C 2.34523 -0.58385 3.36934
C -1.37134 1.06258 -2.53889
H 4.39817 -1.87265 -4.14651
C 2.01511 -0.77994 -2.47472
N 0.79973 -0.94842 -1.83427
N -1.31876 0.98522 -1.19769
H -0.60534 -6.11619 1.05231
C -2.17642 1.76423 -0.49818
C -3.83514 3.35163 1.17478
H 4.52939 0.81580 -3.33996
H -0.32576 -5.52234 -0.58723
N -1.26576 0.70025 1.41228
C 0.19189 6.34578 -0.48688
C 2.04017 1.68482 -2.37763
C 4.14967 0.41260 -2.40131
P -2.10274 -3.09345 -0.61418
H -2.03317 -4.88299 2.48785
H -1.77353 1.10829 4.69759
N -2.27638 -4.13122 1.83442
H 0.21163 -1.61129 -2.34369
C -1.24848 -4.06497 0.71388
H -3.41206 2.80731 3.83154
H 1.65591 2.73218 5.23466
H 2.03239 -4.35336 0.72345
H 0.90313 6.62493 -1.26254
H 2.56858 -1.50275 2.84425
H 0.51765 6.76350 0.46435
C -1.02225 -5.50708 0.24734
C 2.04552 0.57561 2.67084
O 1.42100 -3.67322 0.39342
H 4.47203 1.06397 -1.58930
C 1.79830 1.77477 3.32592
C 2.38033 -0.54404 4.75455
H -0.69366 0.42914 -3.08805
H -2.33529 -3.26869 2.38057
H -2.22252 1.91751 -4.29400
N 2.68400 0.36951 -2.37223
C -1.90528 1.27712 3.63830
C 1.83548 1.80139 4.71371
H -0.43244 -0.19463 3.08202
C -2.92053 2.39789 1.78351
C 2.03331 -3.16149 -3.04514
C -3.90997 3.47063 -0.24867
N -4.76400 4.34304 -0.71661
Se 1.96416 0.62527 0.74207
H 4.55907 -0.57838 -2.23263
N 0.07939 3.74999 -0.30704
P 0.28473 -3.37959 1.47392
O 0.10248 -1.82719 1.40541
H -3.77281 3.40163 -2.98183
O -3.51728 -3.45388 -0.52591
C -2.12642 1.62628 0.94292
H 2.15873 0.67476 6.50662
C 3.37575 -1.56484 -4.35952
C 0.12261 4.89617 -0.38574
H -1.96153 -5.95730 -0.08010
H 2.87962 -3.82500 -3.21410
H -0.78800 6.74717 -0.73963
H 1.65522 -3.32613 -2.04200
H 0.98602 1.61794 -2.13025
H -1.83431 -4.09038 -2.53862
C -2.80240 2.21196 3.16380
H 2.14991 2.13638 -3.36548
H 2.62369 -1.43871 5.31149
N 2.49653 -1.78270 -3.20154
O -1.69012 -1.62425 -0.42264
C -3.08778 2.71894 -2.49511
H 1.26326 -3.39489 -3.78396
C -1.15110 0.53723 2.73944
H 1.58586 2.67803 2.76732
C -3.06238 2.65160 -1.10398
Ta -0.06032 -0.47101 -0.04159
*
```

These are the Mulliken partial charges, in e, on atoms 1 to 6: H 0.379; C -1.201; H 0.411; O -0.514; C -0.602; H 0.433

---

C4H14N | ωB97M-V/def2-TZVPD

The geometry in ORCA input format:
```
! wB97M-V def2-TZVPD RIJCOSX def2/J DEFGRID3
* xyz 1 1
H 2.34011 0.53026 -1.27508
H -1.88295 -1.28913 0.92952
H 3.07587 -1.13680 1.25006
H -0.75244 1.30769 -0.71695
H -2.58733 -0.23498 2.06340
H -0.89644 0.15728 1.46519
H 4.15836 -0.58992 -0.03083
C -1.87064 -0.24767 1.24171
C -1.59535 0.69890 -1.02663
H 1.15939 -0.45740 -0.39126
H -2.99118 1.34108 0.51819
C 2.20655 -0.38683 -0.70746
N -2.53494 0.52065 0.11103
H -3.38529 0.08366 -0.26344
H -1.17828 -0.22982 -1.40917
H -2.13983 1.04376 -1.89992
H 2.42545 -1.29301 -1.27269
C 3.21476 -0.39502 0.46762
H 3.23420 0.57730 0.94670
*
```

These are the Mulliken partial charges, in e, on atoms 1 to 6: H 0.295; H 0.351; H 0.318; H 0.378; H 0.348; H 0.347

---

C19H22AuBr2N5O2P | ωB97M-V/def2-TZVPD

The geometry in ORCA input format:
```
! wB97M-V def2-TZVPD RIJCOSX def2/J DEFGRID3
* xyz 3 1
H 4.19190 1.77891 5.16327
N 6.84307 -0.18975 6.24036
N -1.12477 2.84725 -4.34740
H 3.41136 -2.13021 2.22738
C -3.14885 -0.59434 -4.34904
H -4.01108 -0.72738 -3.69745
C 0.28142 -0.26434 2.49235
H 3.91797 -0.17967 0.29424
N -2.58503 -1.93963 -4.72674
H -2.42896 -2.52596 -3.90211
Au -1.19371 -0.19057 -0.14168
H -2.37370 2.56167 -2.62093
C 2.66473 -0.33101 -1.52665
C 4.01010 0.92668 4.52329
H 3.36591 -0.35610 -2.34424
C 2.94574 -0.24525 -0.16799
C 2.94329 0.92656 3.64273
H -2.94385 -0.65956 2.30487
C -1.92719 -0.53068 2.63653
C 4.63958 -1.28032 3.75850
N -0.90323 -0.35272 1.77230
H 0.70061 -0.40578 -2.56239
C 4.85651 -0.17822 4.58230
O -1.69040 -0.18575 -2.13570
C -4.97168 -0.05126 0.47363
H -0.50892 2.09744 -4.72915
H 2.28963 1.78827 3.58965
H -3.44365 -0.09397 -5.27045
H -2.03251 -0.69047 4.82317
H -3.20707 -2.45225 -5.36024
C -1.43777 -0.55439 3.93533
C 2.72766 -0.17228 2.81253
C 1.28575 -0.36088 -1.66078
C 1.73606 -0.24797 0.54024
H -0.56356 3.44044 -3.73240
C 1.54698 -0.20923 1.92385
H -4.99984 -0.26753 1.53447
N 0.73140 -0.30286 -0.42721
H -1.45839 3.43378 -5.11646
P -1.78920 0.34887 -3.55353
O -0.61115 0.23504 -4.45594
C 3.58802 -1.26918 2.85986
H -1.67467 -1.81233 -5.19210
C -0.06363 -0.38241 3.85025
C -2.24336 2.14674 -3.61711
H 5.29309 -2.13902 3.82576
Br -4.56455 -1.66177 -0.47565
H -5.90843 0.36572 0.12191
Br -3.60425 1.31015 0.19428
C 5.97028 -0.17866 5.49570
H 0.64387 -0.38106 4.66411
H -3.17151 2.28727 -4.16954
*
```

These are the Mulliken partial charges, in e, on atoms 1 to 6: H 0.493; N -0.385; N -0.247; H 0.532; C -0.746; H 0.341

---

C2H16N2O4 | ωB97M-V/def2-TZVPD

As for the SMILES: NCCN.O.O.O.O.

The geometry in ORCA input format:
```
! wB97M-V def2-TZVPD RIJCOSX def2/J DEFGRID3
* xyz 0 1
H 0.48008 2.49602 2.51852
H 2.05515 -0.01968 -2.27376
H -1.38785 1.21691 0.14369
H -0.08173 1.97734 1.23693
H -0.04907 1.39482 -1.58230
H 0.73918 -2.80185 0.56093
O -1.38686 -0.38322 3.05863
N 0.06597 -0.47996 -2.58138
H 0.38435 2.83011 -1.21018
H -1.47748 -0.18884 0.53338
H 2.00221 -1.67195 -2.62638
C 1.37906 -0.89422 -2.14955
H 0.02258 -0.43225 -3.59443
C 1.41796 -1.16694 -0.62161
O 0.10860 1.98979 -0.83054
H -0.44114 -1.95686 -0.13511
H -0.55359 -1.25803 -2.35723
H -1.10987 0.08615 3.85646
H 2.42029 -1.43946 -0.24389
N 0.51305 -2.26281 -0.25993
H -1.32568 0.39158 2.43163
O 0.33061 1.65782 2.05674
O -1.97105 0.62959 0.66197
H 1.07328 -0.21783 -0.17551
*
```

These are the Mulliken partial charges, in e, on atoms 1 to 6: H 0.285; H 0.292; H 0.390; H 0.256; H 0.333; H 0.232

---

Number 1: LUMO -9.317 eV, HOMO level -0.589 Ha, frontier orbital gap 6.72 eV. Number 2: LUMO -3.740 eV, HOMO level -0.542 Ha, frontier orbital gap 11.01 eV. Number 3: LUMO -11.182 eV, HOMO level -0.581 Ha, frontier orbital gap 4.64 eV. Number 4: LUMO 0.368 eV, HOMO level -0.338 Ha, frontier orbital gap 9.57 eV.